{"formula": "C42H111N9O12", "method": "ωB97M-V/def2-TZVPD", "relative_energy_kj_mol": 680.1, "multiplicity": 1, "homo_lumo_gap_ev": 8.9, "elements": ["C", "O", "C", "C", "C", "N", "H", "H", "H", "H", "H", "H", "H", "H", "H", "H", "H", "C", "O", "C", "C", "C", "N", "H", "H", "H", "H", "H", "H", "H", "H", "H", "H", "H", "C", "O", "C", "C", "C", "N", "H", "H", "H", "H", "H", "H", "H", "H", "H", "H", "H", "C", "O", "C", "C", "C", "N", "H", "H", "H", "H", "H", "H", "H", "H", "H", "H", "H", "C", "O", "C", "C", "C", "N", "H", "H", "H", "H", "H", "H", "H", "H", "H", "H", "H", "C", "O", "C", "C", "C", "N", "H", "H", "H", "H", "H", "H", "H", "H", "H", "H", "H", "C", "O", "C", "C", "N", "C", "C", "O", "C", "H", "H", "H", "H", "H", "H", "H", "H", "H", "H", "H", "H", "H", "H", "H", "C", "O", "C", "C", "N", "C", "C", "O", "C", "H", "H", "H", "H", "H", "H", "H", "H", "H", "H", "H", "H", "H", "H", "H", "C", "O", "C", "C", "N", "C", "C", "O", "C", "H", "H", "H", "H", "H", "H", "H", "H", "H", "H", "H", "H", "H", "H", "H"], "coordinates": [[14.577, -32.223, 26.083], [14.367, -30.869, 26.472], [13.912, -30.721, 27.778], [13.631, -29.222, 28.028], [14.997, -28.491, 28.337], [12.724, -29.026, 29.153], [15.270, -32.740, 26.747], [14.901, -32.295, 25.045], [13.629, -32.744, 26.221], [12.959, -31.250, 27.816], [14.612, -31.062, 28.540], [13.146, -28.851, 27.124], [15.202, -28.541, 29.406], [14.770, -27.435, 28.195], [15.922, -28.807, 27.855], [11.907, -29.595, 28.981], [12.537, -28.039, 29.256], [20.491, -30.479, 13.772], [20.049, -31.000, 12.503], [21.131, -31.749, 11.807], [20.690, -32.292, 10.413], [20.158, -31.289, 9.455], [19.623, -33.279, 10.445], [20.902, -31.281, 14.385], [19.655, -30.079, 14.346], [21.166, -29.640, 13.600], [21.951, -31.048, 11.655], [21.494, -32.651, 12.299], [21.500, -32.815, 9.905], [20.581, -30.284, 9.458], [19.124, -31.130, 9.762], [20.065, -31.562, 8.404], [19.243, -33.167, 11.374], [19.782, -34.272, 10.354], [13.537, -14.854, 32.699], [14.862, -15.008, 32.058], [15.749, -14.016, 32.525], [16.756, -13.847, 31.387], [17.619, -15.018, 31.131], [17.555, -12.703, 31.695], [13.641, -14.978, 33.777], [12.968, -15.747, 32.443], [12.924, -13.970, 32.523], [15.214, -13.081, 32.691], [16.060, -14.137, 33.562], [16.143, -13.786, 30.488], [18.114, -14.915, 30.165], [17.096, -15.972, 31.058], [18.464, -15.168, 31.803], [18.292, -12.595, 31.013], [18.088, -12.999, 32.500], [7.623, -12.658, 26.109], [7.742, -14.060, 26.027], [6.951, -14.741, 25.088], [7.261, -16.288, 24.999], [8.771, -16.652, 24.847], [6.506, -16.991, 23.902], [6.582, -12.345, 26.198], [7.993, -12.241, 25.173], [8.222, -12.215, 26.905], [5.901, -14.510, 25.268], [7.119, -14.222, 24.144], [7.077, -16.649, 26.011], [8.876, -17.618, 24.353], [9.173, -16.723, 25.858], [9.374, -15.947, 24.275], [6.975, -17.782, 23.484], [6.431, -16.308, 23.161], [12.165, -24.054, 14.172], [12.248, -22.653, 14.296], [12.029, -21.863, 13.203], [12.468, -20.400, 13.490], [11.641, -19.708, 14.620], [12.468, -19.728, 12.208], [11.154, -24.419, 14.353], [12.742, -24.530, 14.965], [12.620, -24.401, 13.245], [12.630, -22.164, 12.345], [10.960, -21.986, 13.030], [13.519, -20.496, 13.763], [11.827, -20.188, 15.581], [10.571, -19.563, 14.471], [11.999, -18.688, 14.760], [13.071, -20.101, 11.489], [12.870, -18.820, 12.391], [13.978, -13.455, 12.137], [15.106, -13.884, 12.833], [15.222, -13.403, 14.235], [16.490, -14.026, 14.640], [16.524, -15.522, 14.573], [16.824, -13.697, 16.029], [13.119, -13.901, 12.637], [14.021, -13.818, 11.111], [13.726, -12.397, 12.065], [15.231, -12.313, 14.236], [14.377, -13.800, 14.798], [17.366, -13.646, 14.115], [16.394, -15.808, 13.529], [15.951, -16.139, 15.265], [17.493, -15.867, 14.932], [17.805, -13.607, 16.254], [16.492, -14.494, 16.553], [23.742, -13.621, 18.759], [22.784, -13.904, 19.738], [22.883, -15.172, 20.435], [22.285, -14.911, 21.783], [23.105, -13.963, 22.486], [22.461, -13.471, 23.766], [23.335, -12.331, 24.348], [22.812, -11.725, 25.482], [23.460, -10.606, 26.084], [23.447, -12.827, 18.072], [24.023, -14.549, 18.261], [24.623, -13.310, 19.321], [23.902, -15.498, 20.641], [22.278, -15.820, 19.801], [22.251, -15.889, 22.261], [21.259, -14.564, 21.661], [23.573, -13.292, 21.893], [22.446, -14.311, 24.461], [21.485, -12.988, 23.718], [23.788, -11.649, 23.628], [24.192, -12.896, 24.714], [23.251, -9.860, 25.318], [24.527, -10.709, 26.284], [22.920, -10.300, 26.979], [15.828, -16.617, 22.982], [16.378, -18.000, 22.895], [16.188, -18.770, 24.039], [16.601, -20.266, 23.752], [15.643, -21.041, 23.074], [15.973, -22.471, 22.923], [16.987, -22.644, 21.783], [16.479, -22.250, 20.540], [17.385, -22.366, 19.469], [14.799, -16.584, 23.339], [15.966, -16.263, 21.961], [16.433, -15.994, 23.641], [15.116, -18.878, 24.203], [16.516, -18.392, 25.008], [16.769, -20.688, 24.744], [17.589, -20.203, 23.296], [15.503, -20.742, 22.120], [15.079, -22.993, 22.581], [16.220, -22.900, 23.894], [17.136, -23.721, 21.855], [17.950, -22.219, 22.065], [17.643, -23.414, 19.316], [18.222, -21.668, 19.459], [16.731, -22.127, 18.630], [26.954, -19.471, 28.851], [25.759, -20.100, 28.437], [24.736, -19.242, 28.006], [23.698, -20.146, 27.280], [24.025, -20.404, 25.891], [24.124, -21.742, 25.696], [24.740, -21.930, 24.286], [26.008, -21.202, 24.410], [26.897, -21.334, 23.258], [27.921, -19.866, 28.538], [27.000, -19.366, 29.934], [26.964, -18.511, 28.334], [25.137, -18.452, 27.371], [24.418, -18.733, 28.916], [22.686, -19.753, 27.181], [23.535, -21.085, 27.810], [24.831, -19.914, 25.531], [23.125, -22.149, 25.543], [24.742, -22.380, 26.327], [24.130, -21.463, 23.512], [24.965, -22.965, 24.028], [27.517, -22.231, 23.244], [27.619, -20.527, 23.132], [26.374, -21.247, 22.306]], "forces_ev_per_a": [[-0.67, 0.25, 0.77], [1.19, -0.11, -0.99], [-1.03, 0.94, 0.16], [1.72, -0.48, -0.01], [-1.50, 0.44, 0.47], [0.85, -0.69, 0.06], [0.42, 0.12, -0.01], [-0.01, 0.30, 0.17], [-0.23, -0.28, -0.31], [-0.23, -0.40, 0.59], [0.08, -0.41, 0.03], [0.45, 0.17, -0.39], [-0.20, -0.41, 0.17], [0.58, 0.23, -0.39], [-0.50, -0.03, -0.59], [-0.43, 0.49, 0.21], [-0.48, -0.13, 0.05], [-0.36, -0.32, -0.69], [1.10, -1.29, -0.30], [-0.99, 0.66, -0.87], [0.37, -0.67, -0.93], [-1.21, 2.29, -0.39], [-1.21, -0.45, 1.66], [0.46, 0.09, -0.02], [-0.35, -0.10, -0.44], [0.43, -0.18, 0.15], [0.21, -0.03, 0.06], [-0.18, 0.22, 0.90], [0.84, 0.31, 0.56], [0.56, -0.02, 0.21], [-0.13, 0.19, -0.01], [0.38, -0.63, 0.16], [-0.84, -0.20, 0.06], [0.91, 0.12, -0.14], [1.10, -1.83, 0.18], [-2.44, 0.48, 1.23], [-0.79, 0.61, -0.66], [-0.59, -0.44, 0.88], [1.04, -1.99, -0.68], [0.55, 1.13, 0.06], [0.30, 0.36, 0.26], [-0.01, 0.15, -0.50], [0.63, 0.32, -0.58], [-0.21, 0.49, -0.77], [0.96, -1.03, 0.04], [-0.11, 0.85, 0.02], [-0.05, 0.21, -0.27], [-0.26, 0.02, 0.15], [-0.19, 0.19, 0.58], [-0.03, 0.19, -0.49], [0.11, 0.28, 0.54], [-0.31, -0.19, -1.23], [0.86, -0.97, 1.55], [-0.03, 0.33, -1.05], [1.37, -0.08, -0.43], [-0.23, 0.68, 0.42], [-0.66, 1.68, 1.00], [-0.20, 0.02, 0.25], [0.05, 0.31, -0.24], [-0.06, -0.60, 0.18], [-0.41, -0.58, 0.36], [0.28, -0.34, -0.79], [-0.97, -0.43, -0.22], [-0.08, -0.07, 0.20], [0.42, 0.01, -0.16], [-0.14, 0.20, -0.02], [0.38, 0.02, 0.49], [-0.27, 0.00, -0.30], [0.26, 0.10, 0.27], [1.40, -0.84, 2.22], [-0.64, 0.78, -0.20], [-0.44, -1.71, 0.10], [0.96, 0.42, -0.52], [-0.81, 1.66, -0.12], [-0.31, 0.03, -0.61], [0.23, 0.37, 0.17], [-0.37, -0.07, -0.31], [-0.08, -0.40, -0.33], [-0.25, 0.69, -0.97], [0.04, -0.07, 0.97], [-0.12, -0.30, -0.18], [-0.01, -0.60, -0.42], [0.28, 0.17, -0.10], [0.06, -0.68, 0.27], [-0.21, 0.47, -0.23], [-1.14, -0.62, 0.12], [0.59, 1.17, 0.91], [-0.76, -0.52, -2.73], [2.28, -0.26, 2.30], [0.84, -1.16, -1.13], [-0.94, 0.45, 1.07], [-0.52, -0.15, -0.20], [0.16, -0.19, 0.10], [0.74, 0.49, 0.35], [0.04, 0.01, 0.19], [-0.13, 0.10, 0.21], [-0.48, 0.10, -0.87], [-0.15, -0.59, 0.19], [-1.20, 0.61, -0.15], [0.58, 0.29, -0.56], [0.07, 0.01, -0.46], [0.00, 0.26, 0.66], [0.96, -0.79, 0.97], [-0.66, 0.22, 0.33], [-0.58, 1.54, -0.84], [-0.23, -0.20, -0.45], [-0.71, -0.05, 2.25], [1.34, 1.49, -1.00], [2.29, -1.74, 0.81], [-1.56, -0.43, 1.28], [-0.87, 0.10, -1.78], [-0.33, -0.24, 0.13], [-0.03, 0.08, -0.63], [0.55, 0.34, -0.39], [0.28, -0.06, -0.66], [0.32, -0.78, 0.42], [-0.02, 0.00, 0.55], [-0.29, 0.06, -0.04], [-0.64, 0.30, 0.11], [-0.18, 0.13, 0.03], [-0.59, -0.58, -0.72], [-0.67, 0.41, -0.47], [0.77, -0.03, -0.13], [0.76, 0.92, 0.31], [0.05, -0.29, -0.07], [0.02, -0.45, -0.01], [1.27, -1.69, -0.37], [-0.18, 2.13, 0.12], [-1.81, -2.19, -0.28], [1.33, 2.15, 1.47], [-1.40, -1.01, -0.52], [-0.48, 1.61, -1.07], [0.31, -1.70, 1.77], [0.08, 0.52, 1.03], [-1.45, -0.25, -0.81], [-0.11, -0.28, -0.25], [-0.42, 0.18, 0.16], [0.16, -0.13, 0.16], [-0.55, 0.15, 0.08], [1.03, 0.32, -0.23], [-0.05, -0.27, 0.11], [0.37, -0.15, -0.35], [-0.10, 0.59, -0.03], [-0.25, 0.06, 0.10], [0.59, -0.05, -0.22], [0.42, -0.53, -0.78], [0.12, 0.55, -0.37], [0.62, -0.04, 0.19], [0.16, -0.15, 0.43], [0.35, 0.18, -0.35], [-0.32, 1.22, -0.40], [1.40, -1.53, -0.32], [-0.47, -0.60, 0.41], [-0.60, 1.64, 0.08], [0.45, 2.41, 1.23], [0.28, -3.52, -4.14], [1.48, 0.69, 0.71], [0.88, -0.45, -1.81], [-0.59, 0.35, 0.05], [-0.44, -1.15, -0.28], [-0.17, 0.24, 0.09], [0.14, 0.60, 0.51], [-0.05, -0.01, -0.52], [-0.96, 0.14, -0.05], [-0.05, 0.82, 0.96], [0.55, 0.00, 0.23], [0.18, 0.03, 0.42], [-0.27, -0.59, 0.67], [-0.04, 0.23, 0.77], [-0.07, 0.05, -0.09], [-0.19, -0.15, 0.09], [-0.40, -0.41, 0.34], [-0.13, 0.43, 1.02], [-0.57, -0.42, 0.02]]}



{"formula": "C4H8O2", "method": "ωB97M-V/def2-TZVPD", "relative_energy_kj_mol": 182.1, "multiplicity": 1, "homo_lumo_gap_ev": 10.9, "elements": ["C", "O", "C", "C", "C", "O", "H", "H", "H", "H", "H", "H", "H", "H"], "coordinates": [[1.415, -0.128, 0.827], [0.217, -0.571, 1.419], [-0.925, 0.044, 0.874], [-1.090, -0.204, -0.634], [0.060, 0.256, -1.502], [0.620, -0.439, -2.318], [1.474, -0.417, -0.223], [1.529, 0.966, 0.899], [2.250, -0.629, 1.309], [-1.778, -0.401, 1.397], [-0.932, 1.125, 1.100], [-1.248, -1.269, -0.825], [-1.969, 0.355, -0.984], [0.376, 1.312, -1.341]], "forces_ev_per_a": [[0.32, 0.02, -0.03], [-0.01, -0.09, 0.06], [-0.16, 0.12, -0.12], [0.01, -0.15, -0.08], [0.00, -0.13, -0.33], [-0.49, 0.43, 0.10], [0.19, -0.01, 0.30], [0.01, -0.19, 0.09], [-0.06, 0.09, 0.31], [0.13, 0.13, -0.13], [0.14, -0.14, -0.12], [-0.02, 0.10, -0.01], [0.02, -0.10, 0.11], [-0.09, -0.10, -0.15]]}



{"formula": "C13H18F6LaN2O5PS2", "method": "ωB97M-V/def2-TZVPD", "multiplicity": 1, "homo_lumo_gap_ev": 6.5, "elements": ["La", "F", "C", "F", "F", "S", "O", "O", "N", "S", "O", "O", "C", "F", "F", "F", "C", "C", "C", "C", "C", "C", "C", "C", "N", "H", "H", "H", "H", "H", "H", "H", "H", "H", "C", "P", "C", "C", "O", "H", "H", "H", "H", "H", "H", "H", "H", "H"], "coordinates": [[13.503, 9.099, 7.606], [9.988, 6.447, 9.694], [9.913, 7.653, 10.263], [9.464, 8.501, 9.366], [9.097, 7.582, 11.305], [11.641, 8.070, 10.723], [12.347, 7.746, 9.513], [11.998, 7.297, 11.937], [11.594, 9.646, 10.871], [12.756, 10.744, 10.916], [13.423, 10.875, 12.159], [13.547, 10.531, 9.716], [11.800, 12.277, 10.617], [10.832, 12.393, 11.503], [11.361, 12.300, 9.352], [12.638, 13.282, 10.821], [16.289, 10.334, 5.927], [16.751, 8.929, 5.468], [17.981, 8.886, 4.881], [18.587, 7.686, 4.631], [17.976, 6.590, 5.095], [16.724, 6.573, 5.674], [16.153, 5.336, 6.247], [16.095, 7.782, 5.924], [14.949, 7.942, 6.636], [16.967, 11.138, 5.749], [16.118, 10.212, 7.015], [15.311, 10.719, 5.546], [18.394, 9.878, 4.585], [19.556, 7.565, 4.209], [18.559, 5.705, 5.041], [16.626, 4.480, 5.854], [15.059, 5.303, 6.063], [16.269, 5.210, 7.376], [10.667, 6.668, 6.060], [11.367, 8.071, 5.030], [12.788, 7.491, 4.148], [10.088, 8.677, 3.951], [11.673, 9.213, 5.954], [10.411, 5.864, 5.394], [9.801, 6.886, 6.675], [11.494, 6.345, 6.698], [12.922, 6.523, 3.665], [13.634, 7.511, 4.859], [13.083, 8.235, 3.440], [9.617, 7.898, 3.390], [10.540, 9.343, 3.188], [9.311, 9.217, 4.509]], "forces_ev_per_a": [[-0.12, -0.02, 0.38], [-0.16, -0.15, 0.04], [0.09, -0.60, 0.50], [-0.41, 0.51, -0.32], [0.17, 0.26, -0.24], [1.44, 0.66, 3.98], [0.94, -0.82, -1.63], [-1.09, 1.73, -2.91], [-0.48, 0.26, 0.70], [-1.40, -3.21, 0.06], [0.17, 0.43, 0.04], [1.06, 0.88, -0.42], [0.35, -0.02, 0.19], [-0.53, -0.17, -0.37], [-0.19, 0.11, 0.58], [0.26, 0.33, -0.39], [-1.72, -1.49, 0.45], [-0.05, 2.47, 0.44], [0.36, 1.88, -1.16], [0.92, 1.16, -0.20], [-0.68, -1.77, 0.25], [0.37, -0.31, 0.73], [-1.24, -0.03, 1.70], [-0.58, 0.71, 0.18], [-0.61, -0.11, 0.11], [0.77, 0.26, -0.08], [0.30, 0.39, -0.03], [0.32, -0.58, -0.19], [0.08, -1.02, 0.17], [0.65, 0.31, -0.37], [0.08, -1.13, -0.11], [0.44, -1.14, -0.75], [0.55, -0.16, 0.09], [-0.13, 0.61, -1.20], [1.08, 0.81, -0.88], [-1.95, -1.56, 0.80], [1.25, -0.38, 0.19], [0.08, 0.62, -0.81], [1.10, 0.71, 0.80], [-0.06, -0.55, -0.29], [-0.02, 0.51, -0.04], [-0.07, -0.12, 0.04], [-0.94, -0.07, 0.09], [-0.23, 0.06, 0.38], [-0.05, 0.69, -0.69], [-0.35, -0.72, -0.32], [-0.19, -0.13, 0.56], [0.44, -0.15, -0.02]]}



- Look up the multiplicity of the first one.
  1



- Number 3 is which compound?
  C13H18F6LaN2O5PS2



- Number 2 is which compound?
  C4H8O2